Entry from the OMol25 dataset: a structure of composition C41H48N4O4P2ReSSi2 (the ωB97M-V functional and the def2-TZVPD basis).

The geometry in XYZ format:
```
103
Properties=species:S:1:pos:R:3:forces:R:3
Re -0.234 -0.602 0.015 0.082 -0.044 -0.040
C 0.312 2.976 0.868 0.038 0.037 0.000
Si -0.772 1.913 -0.265 -0.053 0.074 -0.030
C -0.677 2.918 -1.873 -0.023 -0.044 -0.068
C -2.563 2.179 0.265 -0.022 -0.039 0.076
C -3.057 3.482 0.400 0.011 -0.016 0.035
C -4.335 3.714 0.883 0.018 0.010 -0.011
C -5.146 2.641 1.234 -0.010 -0.018 0.000
C -4.678 1.347 1.081 0.023 0.024 0.006
C -3.389 1.100 0.597 -0.061 0.073 0.063
Si -2.788 -0.659 0.358 0.029 0.042 -0.014
C -3.297 -1.774 1.779 -0.002 -0.076 0.043
C -3.915 -1.315 -1.017 0.040 0.080 -0.144
H -0.220 3.914 1.052 0.033 0.005 0.000
H 1.248 3.229 0.358 -0.008 -0.015 0.022
H 0.546 2.545 1.841 -0.022 -0.013 -0.007
H -0.773 3.962 -1.561 -0.024 -0.007 0.008
H -1.512 2.711 -2.543 0.016 0.025 0.044
H 0.257 2.849 -2.427 -0.004 0.042 -0.057
H -2.432 4.333 0.148 -0.009 0.005 0.003
H -4.695 4.728 1.002 0.000 -0.002 0.001
H -6.135 2.817 1.638 0.007 0.001 0.002
H -5.316 0.519 1.372 -0.002 0.013 -0.005
H -4.389 -1.761 1.853 0.009 -0.009 -0.008
H -2.903 -1.503 2.755 -0.028 0.007 -0.040
H -3.001 -2.803 1.554 0.003 0.005 0.036
H -4.936 -1.156 -0.656 0.005 0.030 -0.022
H -3.813 -2.387 -1.195 0.017 -0.031 -0.006
H -3.823 -0.772 -1.961 -0.027 -0.091 0.013
O -0.223 -2.884 0.310 -0.066 0.157 -0.014
C 0.799 -2.266 -0.012 0.187 -0.179 0.042
C 2.152 -2.712 -0.324 -0.050 -0.021 -0.030
C 2.559 -4.028 -0.496 0.026 -0.062 -0.018
C 3.864 -4.263 -0.906 -0.027 0.012 -0.001
C 4.730 -3.197 -1.133 -0.029 0.053 0.014
C 4.320 -1.882 -0.930 0.066 -0.043 -0.002
C 3.022 -1.643 -0.518 0.046 0.155 0.007
P 2.265 -0.032 -0.057 -0.234 -0.221 0.061
C 3.173 1.180 -1.053 -0.047 -0.017 -0.062
C 4.471 1.581 -0.740 0.049 0.021 0.010
C 5.147 2.459 -1.574 0.005 -0.024 0.014
C 4.537 2.937 -2.727 -0.041 -0.014 0.002
C 3.247 2.538 -3.046 0.043 0.029 -0.012
C 2.571 1.664 -2.209 0.001 0.083 0.038
C 2.948 0.181 1.627 0.037 0.042 -0.002
C 3.050 1.460 2.175 0.002 -0.019 0.014
C 3.381 1.629 3.512 -0.004 -0.009 -0.009
C 3.619 0.524 4.317 0.010 0.009 -0.007
C 3.547 -0.751 3.774 -0.002 -0.007 -0.019
C 3.215 -0.924 2.438 -0.004 0.031 0.039
H 1.864 -4.840 -0.326 0.003 0.005 -0.008
H 4.207 -5.276 -1.061 -0.005 0.002 0.002
H 5.741 -3.395 -1.467 -0.001 0.003 0.003
H 5.007 -1.062 -1.098 0.003 -0.025 -0.005
H 4.954 1.220 0.161 -0.018 0.012 -0.006
H 6.150 2.774 -1.321 -0.003 -0.003 -0.005
H 5.066 3.625 -3.373 0.000 0.003 0.001
H 2.763 2.916 -3.938 0.000 0.003 0.007
H 1.557 1.369 -2.440 0.032 0.022 0.051
H 2.860 2.330 1.562 0.001 0.003 0.008
H 3.440 2.627 3.926 0.001 -0.003 0.000
H 3.859 0.656 5.363 -0.002 -0.003 -0.003
H 3.742 -1.617 4.393 -0.002 0.005 -0.004
H 3.160 -1.928 2.037 -0.009 -0.021 -0.013
N -0.007 -0.458 2.259 -0.041 -0.014 -0.039
C -0.926 -0.108 3.350 0.062 -0.066 -0.034
C -1.601 1.093 3.360 -0.017 0.060 -0.007
C -2.454 1.385 4.418 0.012 -0.050 0.033
C -2.625 0.478 5.452 0.021 -0.005 -0.045
C -1.918 -0.720 5.444 -0.003 0.046 -0.034
C -1.062 -1.010 4.396 -0.034 -0.057 0.033
S -3.775 0.815 6.796 -0.034 0.029 0.052
O -3.034 0.410 7.978 0.003 -0.003 -0.013
O -4.907 -0.037 6.472 0.014 0.003 -0.019
O -4.030 2.240 6.685 0.002 -0.017 -0.010
H 0.830 0.105 2.392 0.014 0.059 0.023
H 0.306 -1.404 2.476 0.018 -0.015 -0.004
H -1.484 1.799 2.553 -0.011 0.021 -0.039
H -3.000 2.319 4.454 0.003 -0.005 0.009
H -2.047 -1.410 6.268 0.003 0.011 0.004
H -0.515 -1.950 4.379 -0.006 0.011 0.002
C -1.979 -1.775 -4.966 0.027 0.029 -0.009
N -1.310 -0.476 -4.900 -0.018 -0.003 -0.039
C 0.049 -0.616 -5.415 -0.006 0.002 0.013
N 0.831 -1.656 -4.746 -0.009 -0.024 0.023
C 0.097 -2.917 -4.828 0.017 0.023 0.030
N -1.251 -2.840 -4.277 -0.011 -0.003 0.006
C -1.253 -2.630 -2.834 0.008 0.024 0.026
P -0.443 -1.028 -2.361 0.121 0.119 0.100
C -1.319 0.078 -3.550 -0.028 -0.047 0.023
C 1.108 -1.307 -3.353 -0.010 0.056 -0.047
H -2.070 -2.052 -6.018 -0.007 -0.013 -0.001
H -2.980 -1.687 -4.540 0.000 0.002 0.007
H 0.570 0.340 -5.319 -0.007 0.004 -0.001
H -0.014 -0.870 -6.474 0.005 -0.011 -0.007
H 0.658 -3.692 -4.302 -0.001 -0.003 0.004
H 0.019 -3.198 -5.879 -0.005 -0.001 -0.006
H -0.746 -3.452 -2.323 0.036 -0.024 -0.027
H -2.278 -2.609 -2.482 -0.100 -0.031 0.086
H -0.843 1.059 -3.555 0.022 -0.077 -0.023
H -2.345 0.218 -3.203 0.006 0.040 -0.027
H 1.669 -2.123 -2.893 0.010 -0.025 0.014
H 1.752 -0.425 -3.320 -0.060 -0.090 -0.050
```
Forces are in eV/Å.

Summary:
Net charge = 0
Calculated total energy = -3849.31895 Eh
2S+1 = 2
E_HOMO (spin up / spin down) = -7.0900 / -7.0900 eV
Energy relative to the best compared isomer or geometry (same formula, charge and spin) = 56.0 kJ/mol

=====

Entry from the OMol25 dataset: a structure of composition C41H49BF6I2N9O4S4Y (the ωB97M-V functional and the def2-TZVPD basis).

The geometry in XYZ format:
```
117
Properties=species:S:1:pos:R:3:forces:R:3
Y -0.689 -0.077 0.061 -0.315 -0.394 -0.746
C 0.640 -4.052 2.537 -0.026 0.014 -0.003
C 2.093 -3.824 2.923 0.087 0.058 0.006
C 2.880 -5.122 2.753 -0.037 -0.025 -0.011
C 2.110 -3.351 4.382 -0.038 -0.031 0.015
N 2.795 -2.769 2.115 -0.072 -0.078 0.139
C 4.042 -2.337 2.540 0.014 0.094 -0.104
C 4.418 -1.340 1.728 -0.035 -0.088 0.115
N 3.414 -1.135 0.800 -0.002 0.050 -0.067
B 3.697 -0.124 -0.349 -0.033 -0.050 0.059
N 3.337 -0.735 -1.726 0.150 -0.004 0.117
C 4.254 -1.643 -2.224 -0.066 -0.060 -0.097
C 3.682 -2.284 -3.254 0.037 0.063 0.091
N 2.402 -1.777 -3.405 -0.016 -0.081 -0.013
C 2.202 -0.825 -2.455 -0.216 -0.007 -0.049
S 0.815 0.184 -2.327 -0.004 0.088 -0.039
C 1.484 -2.464 -4.380 0.085 0.038 0.059
C 0.112 -1.825 -4.535 -0.024 0.026 -0.016
C 2.184 -2.452 -5.742 -0.019 -0.017 -0.032
C 1.292 -3.893 -3.868 -0.030 -0.029 -0.027
N 3.130 1.343 -0.186 0.043 -0.079 -0.102
C 3.045 2.161 -1.279 0.001 0.160 0.024
C 2.784 3.415 -0.846 0.094 -0.114 -0.028
N 2.723 3.378 0.527 -0.068 0.160 0.009
C 2.950 2.106 0.903 0.023 -0.077 0.114
S 3.012 1.510 2.533 0.140 -0.041 0.040
C 2.549 4.657 1.321 -0.153 -0.064 -0.092
C 2.063 4.447 2.751 -0.032 0.000 0.008
C 1.491 5.496 0.596 -0.039 0.009 0.059
C 3.906 5.352 1.312 0.023 0.069 0.049
C 2.426 -2.036 1.042 -0.029 -0.010 -0.172
S 1.051 -2.295 0.032 0.126 -0.087 -0.012
H 0.250 -4.788 3.242 -0.040 -0.005 -0.001
H 0.524 -4.436 1.528 0.024 -0.018 0.038
H 0.060 -3.137 2.634 0.038 0.000 0.007
H 2.434 -5.897 3.377 -0.002 -0.012 -0.005
H 3.923 -5.010 3.049 0.008 0.016 0.007
H 2.848 -5.453 1.715 -0.001 -0.005 -0.010
H 1.496 -4.029 4.975 0.017 -0.006 0.022
H 1.693 -2.348 4.458 -0.020 -0.001 -0.019
H 3.110 -3.352 4.815 0.024 -0.003 0.004
H 4.547 -2.778 3.376 0.026 0.004 0.021
H 5.310 -0.742 1.728 0.016 -0.012 0.002
H 4.895 0.004 -0.346 0.018 0.029 -0.036
H 5.230 -1.747 -1.789 0.021 0.000 -0.005
H 4.074 -3.048 -3.896 0.021 -0.021 0.008
H 0.164 -0.794 -4.879 0.024 -0.002 -0.014
H -0.460 -1.850 -3.612 0.021 -0.026 0.016
H -0.416 -2.421 -5.282 -0.026 0.019 -0.008
H 2.500 -1.442 -6.004 -0.028 0.018 -0.004
H 1.485 -2.799 -6.503 0.009 -0.024 -0.006
H 3.053 -3.108 -5.775 0.022 0.011 0.015
H 0.794 -3.883 -2.898 -0.002 0.016 0.013
H 2.238 -4.423 -3.762 0.011 -0.001 -0.018
H 0.671 -4.444 -4.575 -0.015 -0.013 0.008
H 3.171 1.793 -2.279 -0.026 -0.003 -0.006
H 2.646 4.318 -1.404 -0.002 0.036 -0.034
H 1.143 3.865 2.802 0.006 -0.025 -0.024
H 1.825 5.438 3.139 0.026 0.011 0.033
H 2.821 4.009 3.395 -0.058 0.024 -0.016
H 0.572 4.925 0.461 -0.012 -0.035 0.028
H 1.832 5.885 -0.361 0.017 -0.007 -0.037
H 1.247 6.349 1.226 0.023 0.025 -0.025
H 4.650 4.754 1.838 0.005 -0.017 0.010
H 3.818 6.311 1.822 0.012 0.008 0.002
H 4.258 5.535 0.296 -0.008 0.002 -0.013
I -7.891 1.054 -3.020 -0.130 0.054 -0.058
C -6.120 0.399 -2.150 0.188 -0.065 0.095
C -5.674 -0.889 -2.386 0.001 0.019 0.014
C -4.474 -1.296 -1.819 -0.255 0.032 -0.191
I -3.750 -3.201 -2.246 0.093 -0.046 0.029
C -3.703 -0.449 -1.023 0.244 -0.082 0.136
O -2.545 -0.843 -0.549 -0.082 -0.151 -0.088
C -4.182 0.853 -0.777 -0.158 0.131 -0.056
C -3.454 1.813 0.135 0.028 0.060 0.048
N -1.999 2.006 -0.084 0.002 -0.198 0.009
C -1.688 2.953 -1.157 0.052 0.202 0.046
C -2.064 2.433 -2.516 -0.119 0.034 0.013
C -2.532 3.272 -3.521 -0.008 -0.050 0.005
C -2.910 2.710 -4.727 -0.015 0.011 -0.021
C -2.823 1.335 -4.883 -0.007 -0.034 0.012
C -2.334 0.585 -3.828 0.000 0.006 0.022
N -1.949 1.122 -2.674 0.120 -0.001 -0.059
C -5.377 1.259 -1.348 0.001 -0.034 -0.039
H -6.240 -1.570 -3.005 -0.007 0.013 -0.011
H -3.953 2.786 0.078 0.005 -0.007 0.050
H -3.557 1.493 1.175 -0.013 -0.031 -0.011
H -1.663 2.479 0.766 -0.065 0.055 0.092
H -2.190 3.912 -0.975 0.034 -0.025 0.001
H -0.608 3.144 -1.129 -0.010 0.003 0.001
H -2.617 4.336 -3.344 -0.005 0.010 -0.001
H -3.289 3.332 -5.528 -0.005 0.006 0.005
H -3.141 0.848 -5.795 0.000 0.010 -0.010
H -2.264 -0.495 -3.898 0.012 -0.007 -0.006
H -5.730 2.266 -1.166 -0.009 0.008 -0.006
F -5.500 -3.619 4.199 0.015 0.023 0.002
C -5.011 -2.439 4.611 0.005 -0.003 0.004
F -6.036 -1.575 4.667 0.029 -0.012 -0.001
F -4.568 -2.610 5.870 -0.003 0.005 -0.026
C -3.909 -1.934 3.713 -0.024 -0.015 0.007
C -3.339 -2.757 2.754 0.087 0.035 0.070
C -2.331 -2.232 1.969 -0.064 -0.064 -0.035
N -1.891 -0.976 2.091 0.071 0.052 -0.017
C -2.433 -0.195 3.028 -0.026 0.017 0.120
C -3.451 -0.639 3.860 0.021 0.032 -0.006
H -3.670 -3.775 2.608 -0.013 0.005 0.001
H -1.870 -2.832 1.194 -0.039 0.009 -0.021
H -2.095 0.840 3.115 0.001 0.056 -0.031
H -3.872 0.044 4.585 -0.017 -0.014 0.009
F -1.286 3.576 1.991 0.031 0.248 0.189
C -2.311 3.223 3.082 0.128 -0.228 -0.224
F -3.388 3.951 2.589 -0.061 0.113 -0.043
F -1.843 4.030 4.081 0.016 0.052 0.037
S 0.958 0.908 2.683 0.033 -0.075 0.037
O 0.434 1.612 3.806 0.100 0.046 -0.145
O 0.973 -0.534 2.755 0.063 0.042 0.215
O 0.460 1.339 1.344 0.033 0.273 0.591
```
Forces are in eV/Å.

Summary:
Net charge = 0
Calculated total energy = -5236.36842 Eh
E_HOMO = -6.8886 eV
Energy relative to the best compared isomer or geometry (same formula, charge and spin) = 283.6 kJ/mol